No. 1
{
  "formula": "C36H28NO6P2S2TeZr",
  "method": "wB97M-V/def2-TZVPD",
  "species": ["C", "C", "C", "C", "H", "N", "C", "H", "H", "O", "S", "H", "C", "C", "H", "C", "C", "C", "C", "C", "H", "C", "H", "H", "H", "O", "H", "O", "Zr", "C", "H", "C", "C", "Te", "H", "H", "H", "C", "C", "C", "O", "C", "H", "P", "H", "H", "H", "C", "C", "C", "H", "C", "C", "H", "C", "P", "C", "C", "C", "H", "H", "C", "C", "H", "O", "C", "H", "C", "H", "H", "S", "C", "C", "H", "O", "C", "H"],
  "coordinates": [[-2.7635, -1.0825, -0.1481], [-3.8826, -3.2047, -0.1366], [-0.2544, -4.7087, 0.8570], [-1.0919, 4.2374, 3.4218], [-1.4343, 2.6130, 6.3540], [0.4194, -5.7629, -1.1903], [-0.7641, -1.1279, -3.2042], [6.1098, -0.9800, 2.6659], [-0.4947, -6.7785, 0.3438], [-1.1651, 4.0015, 2.0398], [0.1993, 4.5596, 1.1106], [-4.0018, -4.2050, -0.5308], [-0.9187, 4.6987, 6.1458], [-0.7033, 5.7318, 5.2482], [1.2079, -2.4995, -1.2362], [-2.1176, 0.8486, -4.6167], [-0.1272, -5.8104, 0.0223], [-4.5628, -1.4685, 1.3918], [1.5797, 1.5957, -4.2231], [2.7193, -0.4141, -2.6705], [5.2901, 1.3506, 2.6958], [3.6481, 0.9482, 1.3806], [-0.3003, -1.9682, -5.1168], [-3.4826, 0.3784, 1.2615], [-0.4705, 6.7252, 5.6068], [-1.6903, 0.7042, 4.9559], [-0.6447, 6.3187, 3.1808], [-0.7116, 1.2664, 2.7248], [-0.2607, 1.9063, 0.9339], [-2.9136, -2.3683, -0.6639], [-0.2333, -1.8960, -2.6578], [-0.8009, -1.1680, -4.5879], [-1.2442, 3.4351, 5.6763], [0.0192, -1.7964, 1.6689], [-5.4589, -3.4116, 1.3002], [4.9199, -2.6965, 1.3449], [-1.5049, -0.2143, -6.3736], [0.0520, -0.3379, 0.1360], [2.9794, -0.0177, 0.6298], [0.2254, -3.4808, 0.4187], [1.1861, 3.5545, 1.6338], [-3.5920, -0.6268, 0.8742], [-5.2095, -1.1202, 2.1857], [1.5620, 0.5552, -0.3125], [2.9169, -2.1034, 0.0675], [3.2899, 1.9707, 1.3944], [1.3260, -4.5619, -2.5879], [5.2325, -0.7075, 2.0945], [-1.3242, 3.1951, 4.3129], [-4.7013, -2.7559, 0.8919], [-2.5805, 1.6986, -2.7012], [0.8113, -3.4258, -0.8382], [-0.7936, 5.5070, 3.8812], [-0.7367, -4.8195, 1.8205], [1.9270, 0.5665, -2.0759], [-1.4547, -0.0333, -0.7400], [3.4407, -1.3353, 0.6208], [0.8772, -4.5849, -1.5997], [4.5656, -1.6744, 1.3497], [-2.2780, -2.7202, -1.4677], [2.5295, 0.6290, -5.8823], [-2.0867, 0.8952, -3.2319], [2.9334, -0.3878, -4.0388], [3.1867, -1.1835, -2.0689], [-0.3130, 3.9149, -0.1438], [-1.4060, -0.0954, -2.5252], [1.1435, 2.3809, -4.8260], [2.3585, 0.6115, -4.8139], [-0.8477, 4.8775, 7.2095], [0.7764, 2.3612, -2.3887], [-1.9004, 1.5651, 3.8045], [1.3703, 1.5805, -2.8527], [4.7750, 0.5996, 2.1125], [3.5557, -1.1431, -4.5003], [-1.7888, 1.4597, -0.3570], [-1.4770, -0.1805, -5.2923], [-2.6449, 1.6156, -5.1680]],
  "forces_ev_per_angstrom": [[-0.01, 0.01, -0.01], [0.00, 0.00, 0.00], [0.00, 0.00, 0.00], [-0.01, -0.03, 0.01], [0.00, 0.00, 0.00], [0.00, 0.00, 0.00], [0.00, 0.00, 0.00], [0.00, 0.00, 0.00], [0.00, 0.00, 0.00], [0.00, 0.01, 0.02], [0.02, 0.01, 0.00], [0.00, 0.00, 0.00], [0.00, -0.01, 0.00], [0.00, 0.00, -0.01], [0.00, 0.00, 0.00], [0.00, 0.00, 0.00], [0.00, 0.00, 0.00], [0.00, 0.01, 0.00], [0.00, 0.00, 0.00], [0.00, 0.00, 0.01], [0.00, 0.00, 0.00], [0.00, 0.00, 0.01], [0.00, 0.00, 0.00], [0.00, 0.00, 0.00], [0.00, 0.00, 0.00], [0.01, 0.00, 0.01], [0.00, 0.00, 0.00], [-0.04, -0.02, 0.08], [-0.02, 0.05, -0.08], [0.00, 0.00, 0.00], [0.00, 0.00, 0.00], [0.00, 0.00, 0.00], [0.00, 0.01, 0.01], [0.00, 0.02, 0.00], [0.00, 0.00, 0.00], [0.00, 0.00, 0.00], [0.00, 0.00, 0.00], [0.01, -0.03, 0.00], [0.00, 0.00, 0.00], [0.00, 0.00, 0.01], [-0.01, 0.02, 0.00], [0.01, -0.01, 0.00], [0.00, 0.00, 0.00], [-0.02, -0.04, -0.01], [0.00, 0.00, 0.00], [0.00, 0.00, 0.00], [0.00, 0.00, 0.00], [0.00, 0.00, 0.00], [-0.01, -0.01, -0.01], [0.00, 0.00, 0.00], [0.00, 0.00, 0.00], [0.00, 0.00, -0.01], [0.00, 0.01, 0.01], [0.00, 0.00, 0.00], [0.01, 0.01, 0.00], [0.01, 0.01, -0.02], [0.00, 0.00, 0.00], [0.01, 0.00, 0.01], [0.00, 0.01, 0.00], [0.00, 0.00, 0.00], [0.00, 0.00, 0.00], [0.00, 0.00, 0.00], [0.00, 0.00, 0.00], [0.00, 0.00, 0.00], [-0.01, -0.01, 0.00], [-0.01, -0.02, -0.01], [0.00, 0.00, 0.00], [0.00, 0.00, 0.00], [0.00, 0.00, 0.00], [0.00, 0.00, 0.00], [0.03, 0.02, -0.03], [0.00, 0.00, 0.00], [0.00, 0.00, 0.00], [0.00, 0.00, 0.00], [0.03, 0.00, 0.01], [0.00, 0.00, 0.00], [0.00, 0.00, 0.00]],
  "gap_ha": 0.263,
  "e_above_lowest_ev": 0.0000,
  "e_homo_ev": -10.49,
  "energy_ev": -100381.1890,
  "charge": 1
}

No. 2
{
  "formula": "C36H29N9OS4W",
  "method": "wB97M-V/def2-TZVPD",
  "species": ["C", "C", "C", "H", "H", "H", "H", "H", "C", "H", "C", "H", "H", "H", "S", "H", "C", "C", "C", "N", "H", "C", "C", "C", "C", "C", "H", "C", "C", "H", "H", "N", "C", "C", "H", "N", "S", "H", "C", "C", "C", "N", "H", "H", "C", "C", "H", "N", "H", "C", "N", "C", "H", "C", "H", "C", "N", "H", "C", "C", "S", "C", "O", "W", "C", "S", "H", "C", "C", "C", "H", "H", "N", "H", "C", "H", "H", "C", "C", "N"],
  "coordinates": [[1.4820, 4.4138, -0.1767], [-4.1575, -1.6608, -3.8728], [-1.9618, -2.6645, -3.8281], [0.4299, 7.0037, 0.9491], [2.8973, -4.1339, 1.2878], [-4.3142, 0.2498, -2.9202], [-3.8656, 2.0582, 2.0792], [3.9970, 1.4829, -3.7687], [-5.1591, -1.7853, -0.2044], [-1.3083, -3.4918, -4.0745], [-0.8945, 3.1741, -0.3646], [-2.2882, -3.4676, -0.9455], [-0.4162, 7.1892, -0.5859], [4.7114, -0.5289, -2.3582], [-1.7198, 0.8813, -1.9472], [-4.3092, 0.4565, 2.7020], [-2.9550, -2.7074, -0.5561], [-2.3857, -1.5726, 0.0346], [-5.5609, -1.7073, -4.2113], [-0.9842, 1.7904, 2.1881], [-1.9698, -1.8340, 4.6908], [-0.8594, 4.5518, -0.3028], [2.1725, 1.3554, -2.5337], [-2.4655, 1.0099, 6.4637], [1.3665, 3.0428, -0.2468], [-0.2949, 1.0331, 5.4038], [-6.2322, -1.8515, -0.3330], [-3.4750, 1.1051, 2.4519], [-3.2100, -0.5862, 0.5854], [2.2415, 2.4286, -0.1803], [-1.7966, 5.0952, -0.3102], [-6.6790, -1.7406, -4.4830], [3.4051, 1.0475, -2.9796], [-1.7727, -0.8584, 5.1207], [-1.0660, 2.6333, 6.6085], [0.1973, 2.4013, -0.3668], [1.4310, 0.7157, 1.7813], [4.2735, -2.7651, -0.3713], [-0.5621, -0.2224, 4.8655], [-4.6057, -0.7125, 0.4520], [-1.4537, -1.5789, -3.1054], [3.3566, -2.5051, -0.0654], [-2.9036, 1.3241, 3.3458], [-3.6661, -0.7441, 6.1290], [0.3504, 5.2147, -0.2109], [-1.2599, 1.6445, 6.2020], [-5.2541, 0.0606, 0.8487], [1.8368, 0.5059, -1.4876], [1.4960, 2.1128, -2.8919], [2.6345, -1.4324, -0.4889], [3.8547, -0.0298, -2.2197], [2.8608, -0.3623, -1.3494], [-1.8439, 2.6708, -0.3996], [0.9897, 1.7385, 5.0611], [1.7504, 1.0341, 4.7276], [-2.3194, -0.5204, -2.8034], [-1.3665, 0.8008, 1.2528], [-4.7490, -3.6605, -1.1908], [-3.6534, -0.5673, -3.1837], [-2.6154, 0.4628, 1.3945], [0.1782, -1.5283, -2.5503], [-3.2952, -2.7161, -4.2015], [-1.0771, -1.4601, 0.0861], [0.0752, 0.1348, -0.3347], [2.5562, -3.2261, 0.8186], [0.7430, 2.9704, 3.7224], [0.5024, -2.8156, 1.4834], [-2.7259, -0.2455, 5.9216], [1.3806, -2.5714, 0.9142], [0.2591, 1.7939, 2.4756], [0.1785, -0.6978, 4.2299], [1.3532, 7.0854, -0.5486], [1.4260, -1.4585, 0.0968], [-3.2066, 1.4961, 7.0873], [-4.3195, -2.8005, -0.6889], [2.4706, 4.8486, -0.0799], [1.3860, 2.3145, 5.8965], [-3.7878, -3.8845, -4.8995], [0.4334, 6.7086, -0.1033], [-4.1680, -4.8249, -5.4431]],
  "forces_ev_per_angstrom": [[0.22, -0.03, 0.03], [-0.38, -0.01, -0.10], [0.08, 0.00, 0.00], [0.00, -0.01, -0.03], [-0.01, 0.09, -0.06], [0.02, -0.05, 0.00], [0.04, -0.04, 0.00], [-0.05, -0.08, 0.11], [0.04, -0.06, -0.01], [-0.02, 0.02, 0.01], [-0.26, 0.23, 0.01], [-0.03, 0.05, 0.02], [0.00, -0.01, 0.00], [0.05, -0.01, -0.02], [0.17, 0.14, 0.06], [0.00, 0.03, 0.00], [-0.08, -0.19, 0.01], [0.03, 0.10, -0.08], [0.22, -0.04, -0.02], [-0.07, -0.16, -0.16], [0.01, 0.04, 0.02], [-0.22, -0.05, -0.01], [-0.20, -0.01, 0.09], [0.02, -0.03, -0.04], [0.26, 0.25, 0.02], [0.04, 0.00, 0.00], [0.06, -0.02, -0.02], [-0.03, 0.02, -0.08], [-0.17, 0.09, 0.14], [0.18, -0.09, -0.02], [0.04, -0.04, -0.01], [0.16, 0.03, 0.09], [0.19, -0.17, 0.02], [0.04, 0.02, 0.01], [-0.02, -0.08, -0.02], [-0.04, 0.23, 0.08], [-0.50, 0.10, -0.20], [0.05, -0.03, -0.02], [-0.05, -0.03, 0.01], [-0.01, 0.05, -0.01], [0.04, -0.17, -0.07], [0.05, -0.26, 0.16], [0.04, -0.01, 0.05], [0.05, 0.04, -0.03], [0.03, 0.18, 0.03], [0.01, 0.02, -0.02], [0.04, -0.06, -0.04], [-0.37, 0.10, 0.08], [-0.01, -0.06, 0.03], [0.07, -0.14, 0.12], [0.12, 0.14, -0.21], [0.19, 0.09, -0.09], [-0.11, -0.03, -0.03], [-0.15, -0.01, -0.11], [0.03, 0.00, 0.06], [-0.17, 0.05, 0.04], [-0.13, 0.50, 0.25], [0.00, 0.03, 0.03], [0.02, 0.15, 0.04], [-0.24, -0.04, 0.05], [-0.07, 0.05, 0.02], [-0.09, -0.30, -0.16], [0.19, -0.17, 0.17], [0.59, -0.96, -0.24], [0.21, 0.01, -0.14], [0.11, -0.06, 0.04], [0.00, 0.03, -0.02], [0.04, 0.03, 0.04], [-0.10, 0.10, -0.14], [0.10, -0.07, -0.02], [-0.03, 0.02, 0.02], [-0.01, 0.00, 0.00], [-0.19, 0.40, 0.02], [0.04, -0.02, -0.02], [-0.10, -0.02, 0.03], [-0.06, -0.05, -0.02], [-0.03, -0.01, 0.03], [0.04, 0.15, 0.08], [0.01, -0.04, 0.04], [0.08, 0.16, 0.09]],
  "spin_multiplicity": 3,
  "gap_ha": [0.185, 0.239],
  "e_above_lowest_ev": 1.2614,
  "s_squared": 2.013,
  "e_homo_ev": [-5.34, -7.04],
  "energy_ev": -98429.3231
}

No. 3
{
  "formula": "C36H30BrN2O2P2Tc",
  "method": "wB97M-V/def2-TZVPD",
  "species": ["C", "H", "C", "C", "H", "H", "C", "Tc", "C", "C", "C", "C", "N", "H", "H", "C", "H", "H", "H", "C", "C", "C", "H", "H", "H", "H", "C", "C", "H", "H", "Br", "C", "O", "H", "C", "H", "C", "C", "C", "H", "C", "P", "C", "P", "C", "C", "C", "H", "H", "H", "C", "H", "H", "C", "C", "O", "H", "C", "C", "C", "C", "H", "H", "H", "C", "C", "N", "H", "H", "H", "H", "C", "C", "C"],
  "coordinates": [[-5.7168, -0.4395, 3.1358], [-3.9335, 5.2851, -0.1478], [1.4222, -0.5400, -1.7114], [2.1875, -1.4356, -2.4253], [-1.7040, 5.3708, 3.5107], [-3.2363, -0.9115, 0.5454], [-5.4964, 0.7399, 2.4147], [0.2532, 0.6741, 0.8190], [-6.1909, -0.3109, -0.2439], [-1.9927, 0.1723, 2.9750], [2.9450, -2.3790, -1.7445], [0.5976, 4.0589, -1.9821], [1.3635, -0.5844, -0.3663], [-1.3295, 2.9438, 3.3571], [2.0236, -1.5108, 1.3855], [-1.9102, 3.4487, 2.5935], [-3.0178, 6.5389, 1.7720], [-0.7474, -1.3569, 2.0647], [3.5686, -3.0819, -2.2819], [-2.5742, 0.6350, 4.1531], [-0.9922, -1.6743, 4.1704], [1.6616, 4.5589, 0.0952], [2.2170, 5.2036, 0.7632], [-5.4972, 2.9000, 2.4472], [1.6358, 5.9006, -1.5879], [-6.1565, 3.0229, 4.8249], [-8.0641, -1.7007, -1.7340], [-6.0166, 2.0598, 4.3526], [-1.4109, -1.7406, 6.2703], [-0.3822, -2.5673, 4.1825], [3.9020, -3.6408, 0.6297], [-6.2283, 0.8900, 5.0735], [2.0472, 3.5280, 2.7806], [0.3057, 4.3157, -2.9906], [-7.5346, -0.3663, 0.1888], [-3.5616, 2.8662, -0.3373], [-2.1168, 4.8164, 2.6783], [-1.5756, -1.2087, 5.3428], [2.9010, -2.4084, -0.3554], [-6.5299, 0.9472, 6.1114], [-2.8531, 5.4720, 1.6980], [-2.0764, 0.9912, 1.3837], [2.0878, -1.5078, 0.3026], [-5.0824, 0.6645, 0.6866], [-2.4588, 2.7321, 1.5240], [1.5418, 2.8756, 1.9357], [-3.3425, 0.1609, 0.3492], [2.2094, -1.3842, -3.5046], [-8.7941, -2.2479, -2.3157], [-0.3419, 2.1253, -2.0465], [-3.3724, 4.7671, 0.6187], [0.8506, 0.2345, -2.2025], [-6.4556, -2.1178, -3.1013], [-2.3588, -0.0609, 5.3329], [1.2640, 3.3188, 0.5375], [1.0925, 1.5852, 2.1889], [-9.4838, -1.1293, -0.2214], [-1.1939, -0.9782, 2.9911], [1.3311, 4.9373, -1.2015], [0.2379, 2.8279, -1.4610], [-3.1689, 3.3988, 0.5222], [-2.8019, 0.2968, 6.2529], [-3.1409, 0.3309, -0.7101], [-7.8367, 0.1309, 1.1017], [-5.8078, -0.9273, -1.4539], [-6.0773, -0.3544, 4.4695], [0.5747, 2.4448, -0.2257], [-3.1881, 1.5261, 4.1522], [-5.6229, -1.4071, 2.6570], [-4.7881, -0.8685, -1.8107], [-6.2574, -1.2592, 5.0346], [-6.7420, -1.6272, -2.1813], [-5.6487, 1.9916, 3.0183], [-8.4566, -1.0709, -0.5536]],
  "forces_ev_per_angstrom": [[-0.03, 0.02, 0.01], [0.00, -0.01, 0.00], [0.04, 0.03, 0.02], [0.04, -0.02, -0.01], [0.00, 0.00, 0.00], [-0.03, 0.00, -0.03], [0.05, 0.03, -0.01], [-0.08, 0.23, -0.11], [0.12, 0.02, 0.06], [-0.06, 0.03, 0.04], [-0.01, 0.02, -0.06], [0.02, 0.04, 0.01], [-0.09, -0.05, 0.17], [0.00, 0.02, 0.00], [-0.03, 0.03, -0.01], [-0.03, -0.01, -0.04], [0.00, 0.00, 0.00], [-0.01, -0.04, -0.03], [0.00, 0.01, -0.01], [0.00, -0.05, -0.02], [0.04, -0.02, -0.01], [0.01, 0.11, -0.11], [0.00, -0.02, 0.01], [0.00, 0.00, 0.00], [-0.01, 0.00, 0.00], [0.00, 0.00, 0.00], [0.00, 0.02, 0.04], [-0.01, -0.01, 0.04], [0.00, 0.00, 0.00], [0.00, 0.00, 0.00], [-0.05, 0.06, -0.04], [0.00, 0.03, -0.02], [0.01, 0.03, 0.02], [0.00, -0.01, 0.00], [-0.02, -0.01, -0.02], [0.01, 0.02, 0.00], [0.00, 0.00, 0.00], [-0.01, 0.01, -0.01], [0.08, -0.10, 0.10], [0.00, 0.00, 0.00], [-0.01, 0.00, 0.00], [0.14, -0.07, -0.02], [0.00, -0.02, -0.07], [-0.10, -0.01, -0.04], [0.05, 0.04, 0.08], [-0.01, -0.17, 0.02], [-0.02, -0.03, 0.03], [0.00, 0.00, 0.00], [0.00, 0.00, 0.00], [0.00, 0.01, -0.01], [0.00, 0.02, 0.00], [0.00, -0.01, 0.02], [-0.01, 0.00, 0.00], [0.00, 0.00, 0.01], [-0.02, -0.02, 0.02], [-0.04, -0.03, 0.05], [0.00, -0.01, -0.01], [0.04, 0.08, 0.01], [0.01, -0.02, 0.06], [-0.08, -0.16, -0.01], [0.01, -0.03, 0.00], [0.00, -0.01, 0.00], [0.02, 0.04, 0.00], [0.00, 0.00, 0.00], [-0.06, -0.02, 0.00], [0.01, -0.04, -0.02], [0.09, 0.11, -0.04], [0.00, -0.01, 0.01], [0.00, 0.00, 0.02], [0.00, 0.00, 0.00], [0.00, 0.01, 0.00], [0.01, -0.01, -0.02], [0.01, -0.01, -0.01], [-0.01, -0.01, -0.01]],
  "spin_multiplicity": 2,
  "gap_ha": [0.257, 0.237],
  "s_squared": 0.768,
  "e_homo_ev": [-16.44, -16.90],
  "energy_ev": -135687.0065,
  "charge": 3
}